[1]
The following is a DFT calculation (the ωB97M-V functional and the def2-TZVPD basis) of the molecule C24H22OS3.

```
50
Properties=species:S:1:pos:R:3:forces:R:3:lowdin_charge:R:1
O 0.026 -1.244 5.535 1.41 -0.22 -1.01 0.07
S -1.810 0.449 0.624 -1.82 1.18 0.31 0.92
S 0.240 2.155 1.882 -0.27 -1.39 0.73 0.90
S 0.948 0.200 -0.417 0.02 -0.07 -0.24 0.91
C 0.350 -1.187 4.353 -2.35 0.72 2.90 -0.37
C -3.416 -3.711 -0.567 -1.64 -0.97 -0.19 -0.09
C 4.418 2.684 3.759 0.63 0.91 -1.00 -0.10
C -1.570 2.311 -3.728 1.70 -2.01 -1.19 -0.09
C -3.963 -2.938 0.444 0.31 -1.01 -0.46 -0.09
C -2.422 -3.195 -1.318 0.87 1.92 0.84 -0.10
C 3.392 2.397 4.586 -2.42 -1.13 0.58 -0.10
C 4.185 2.742 2.358 1.63 -0.55 1.73 -0.08
C -1.413 2.832 -2.527 0.82 0.11 3.65 -0.12
C -0.859 1.117 -3.986 -0.41 1.16 0.73 -0.07
C -3.501 -1.683 0.754 -0.67 0.81 1.37 -0.13
C -1.837 -2.001 -0.959 -1.25 2.55 1.49 -0.04
C 2.078 2.042 4.127 1.49 0.97 -2.04 -0.05
C 2.941 2.445 1.850 0.44 -0.22 0.01 -0.13
C -0.665 2.252 -1.492 0.53 -1.21 -1.07 -0.12
C -0.108 0.444 -3.019 -0.36 -0.46 -0.05 -0.11
C -2.432 -1.126 0.060 1.93 -2.41 -0.63 -0.44
C 1.857 2.107 2.718 0.42 0.28 -0.02 -0.49
C -0.002 0.998 -1.719 -0.66 1.46 0.10 -0.54
C -0.085 0.420 1.142 0.38 -0.73 -0.75 -1.05
C 1.641 -1.531 3.706 1.14 -0.24 1.84 -0.09
C -0.692 -0.767 3.368 0.39 -1.35 -2.33 -0.06
C 1.515 -1.210 2.302 -1.73 1.99 0.34 -0.19
C 0.074 -0.889 2.014 -0.03 4.53 0.98 -0.36
H -3.824 -4.681 -0.899 -0.03 0.53 0.66 0.12
H 5.389 2.959 4.216 -0.60 -0.28 -0.62 0.12
H -2.066 2.986 -4.368 -0.64 -0.29 -1.55 0.10
H -4.721 -3.378 1.032 -0.89 -0.21 0.61 0.09
H -2.103 -3.588 -2.215 0.82 -1.42 -1.57 0.09
H 3.537 2.390 5.648 0.12 -0.01 0.42 0.10
H 5.130 2.904 1.817 -1.03 0.10 -0.55 0.11
H -1.918 3.727 -2.333 -0.54 1.38 0.58 0.09
H -0.868 0.798 -4.976 0.00 -1.06 -1.49 0.08
H -4.022 -1.212 1.637 0.92 -0.03 -1.18 0.13
H -1.003 -1.642 -1.511 0.51 0.32 -0.33 0.06
H 1.323 1.825 4.855 -0.48 -0.12 0.01 0.10
H 2.905 2.425 0.756 -0.79 0.05 0.47 0.10
H -0.642 2.783 -0.553 0.29 -0.24 0.06 0.05
H 0.287 -0.567 -3.324 -0.08 1.31 0.69 0.12
H 2.438 -0.949 4.167 -0.01 0.06 0.30 0.13
H 1.909 -2.553 3.883 -0.05 -0.75 0.34 0.13
H -1.415 -1.586 3.327 -0.12 -0.16 0.36 0.13
H -1.331 0.102 3.493 0.61 0.41 0.39 0.11
H 1.773 -1.874 1.621 1.43 -3.96 -2.61 0.08
H 2.131 -0.429 2.013 1.10 2.03 -0.17 0.08
H -0.373 -1.567 1.399 -1.04 -2.27 -1.46 0.07
```
Positions in Å, forces in eV/Å.

multiplicity = 1
SMILES = O=C1CC[C@H](C(Sc2ccccc2)(Sc2ccccc2)Sc2ccccc2)C1
calculated total energy = -59795.18325 eV

=====

[2]
The following is a DFT calculation (the ωB97M-V functional and the def2-TZVPD basis) of a structure of composition C4H6N2O.

```
13
Properties=species:S:1:pos:R:3:forces:R:3:lowdin_charge:R:1
O 0.929 2.095 1.024 -0.27 -0.84 -0.56 0.10
C 0.668 1.132 0.359 1.21 1.38 -3.79 -0.51
N 1.343 -0.049 0.156 -0.07 -0.14 0.52 0.06
C 0.513 -1.110 -0.394 -0.05 -0.14 -0.08 -0.14
C -0.761 -0.379 -0.798 0.05 0.13 0.46 -0.23
C -1.274 0.526 0.253 0.03 -0.89 2.60 -0.16
N -0.503 1.079 -0.836 1.90 0.40 1.92 0.09
H 2.000 -0.321 0.870 0.02 0.16 0.18 0.14
H 0.300 -1.883 0.356 0.08 0.08 -0.13 0.12
H 1.011 -1.576 -1.249 -0.13 0.06 0.02 0.12
H -1.415 -0.885 -1.518 0.28 0.73 0.12 0.14
H -2.233 0.889 0.587 -0.58 -0.24 -0.70 0.11
H -0.579 0.483 1.191 -2.47 -0.69 -0.56 0.14
```
Positions in Å, forces in eV/Å.

multiplicity = 1
calculated total energy = -9270.27879 eV

=====

[3]
The following is a DFT calculation (the ωB97M-V functional and the def2-TZVPD basis) of a cluster of 2 separate species, C8H10O2 in total.

```
20
Properties=species:S:1:pos:R:3:forces:R:3:lowdin_charge:R:1
C 1.865 -0.522 -0.464 -0.28 -1.39 -1.22 -0.08
C 0.703 -1.352 -0.577 2.10 2.94 0.76 -0.10
C -0.360 -0.704 -1.161 -2.28 -3.28 0.13 -0.14
C -0.285 0.508 -1.819 -1.50 -0.33 0.86 -0.13
C 0.842 1.267 -1.888 -0.98 1.16 0.62 -0.13
C 1.876 0.637 -1.268 5.81 1.39 -0.82 -0.15
C -1.257 -0.669 1.845 -0.77 -2.35 0.65 -0.47
C -0.436 0.545 1.880 0.69 5.55 -0.41 -0.04
H 2.715 -0.906 0.155 -0.50 0.69 -1.07 0.11
H 0.674 -2.285 -0.061 -0.36 -0.43 0.23 0.10
H -1.354 -1.313 -0.989 1.66 1.72 -1.03 0.15
H -1.226 0.838 -2.097 -1.65 1.05 -0.91 0.08
H 0.885 2.403 -2.093 -0.03 -2.33 -0.50 0.14
H 2.892 1.156 -1.764 -1.89 -1.40 2.69 0.16
H -3.223 -0.744 1.556 -0.28 -0.59 -0.10 0.09
H 0.566 0.753 2.465 -2.37 -1.26 -0.78 0.13
H -0.159 0.831 0.820 -0.20 -0.77 0.88 0.06
H -1.219 1.571 2.001 2.33 -3.19 0.31 0.17
O -0.984 -1.836 2.213 -1.71 4.44 -1.56 0.06
O -2.515 -0.178 1.246 2.21 -1.62 1.32 -0.01
```
Positions in Å, forces in eV/Å.

multiplicity = 1
SMILES = c1ccccc1.CC(=O)O
calculated total energy = -12550.13013 eV

=====

[4]
The following is a DFT calculation (the ωB97M-V functional and the def2-TZVPD basis) of the molecule C5H9N.

```
15
Properties=species:S:1:pos:R:3:forces:R:3:lowdin_charge:R:1
C 2.005 0.143 1.943 -0.51 0.25 0.28 -0.12
N 0.839 0.748 1.307 0.40 0.07 0.34 -0.11
C 0.186 0.008 0.308 0.11 0.15 0.80 -0.18
C -0.327 0.564 -0.775 -0.28 0.27 -0.56 -0.12
C -1.097 -0.159 -1.778 -0.38 -0.29 -0.82 -0.20
C -2.000 -1.094 -1.506 -0.19 -0.20 0.98 -0.01
H 2.917 0.599 1.573 0.29 -0.17 -0.22 0.07
H 1.974 0.339 3.016 0.03 -0.10 0.02 0.07
H 2.023 -0.941 1.797 0.10 0.03 -0.06 0.07
H 0.263 1.244 1.973 -0.18 -0.10 -0.39 0.11
H 0.092 -1.062 0.494 0.13 -0.12 -0.27 0.12
H -0.197 1.624 -0.971 0.22 -0.01 0.19 0.11
H -0.932 0.112 -2.825 0.01 0.05 0.25 0.10
H -2.623 -1.652 -2.187 0.26 0.14 -0.50 0.05
H -2.196 -1.331 -0.462 -0.01 0.06 -0.03 0.05
```
Positions in Å, forces in eV/Å.

multiplicity = 1
SMILES = C=C/C=C/NC
calculated total energy = -6819.34257 eV

=====

Table of F_max (Eh/bohr), in record order: 0.096, 0.082, 0.117, 0.020
Table of energy above the lowest of the compared OMol25 structures with the same formula, charge and spin (kcal per mole), in record order: 55.5, 74.3, 81.4, 38.1
Table of HOMO energy (Ha), in record order: -0.302, -0.361, -0.336, -0.302